w:
The following is a quantum chemistry calculation of C4H13N3 as an isolated structure, from the Open Molecules 2025 dataset.

Structure (XYZ):
```
20
Properties=species:S:1:pos:R:3
C -0.677 0.096 1.037
C 0.782 -0.535 -0.029
C -1.831 -0.802 0.650
C 2.068 0.294 -0.116
N -0.863 1.455 0.708
N -0.823 1.761 -0.662
N 0.404 -1.251 -1.236
H -0.197 2.054 1.183
H -0.398 0.026 2.089
H 1.003 -1.338 0.684
H -1.692 1.415 -1.075
H -0.056 1.057 -1.012
H 1.053 -2.005 -1.443
H 0.393 -0.638 -2.041
H -1.797 -1.718 1.238
H -1.774 -1.079 -0.403
H -2.782 -0.299 0.844
H 2.264 0.802 0.828
H 2.925 -0.344 -0.346
H 1.997 1.050 -0.898
```

## Properties
gap between HOMO and LUMO	9.2	eV
HOMO level	-0.3023	Eh
charge	0

***

x:
The following is a quantum chemistry calculation of one molecule with the formula C4H13N3, from the Open Molecules 2025 dataset.

Structure (XYZ):
```
20
Properties=species:S:1:pos:R:3
C -2.048 -0.704 -0.276
C -1.311 0.678 -0.195
N -1.994 1.614 0.710
C 0.139 0.500 0.351
N 0.927 -0.101 -0.727
C 2.378 -0.048 -0.608
N 2.971 -1.036 0.332
H -2.968 -0.473 -0.838
H -1.464 -1.310 -0.963
H -2.325 -1.114 0.688
H -1.318 1.082 -1.201
H -2.038 1.207 1.645
H -2.976 1.625 0.438
H 0.414 1.535 0.605
H 0.201 -0.095 1.278
H 0.697 -1.083 -0.637
H 2.814 0.895 -0.262
H 2.730 -0.295 -1.604
H 2.480 -0.905 1.220
H 2.691 -1.970 0.044
```

## Properties
gap between HOMO and LUMO	9.8	eV
HOMO level	-0.3256	Eh
SMILES string	C[C@@H](N)CNCN
charge	0

***

Short version: x is the most stable of them.

***

w:
The following is a quantum chemistry calculation of C4H13N3 as an isolated structure, from the Open Molecules 2025 dataset.

Structure (XYZ):
```
20
Properties=species:S:1:pos:R:3
N 1.436 0.950 -1.061
C -0.209 1.268 -1.849
C -1.360 0.462 -1.069
N -0.781 -0.711 -0.391
C -0.808 -0.647 1.090
C 0.295 -1.388 1.797
N 1.696 -0.901 1.647
H 0.571 1.630 -0.952
H 2.005 1.293 -1.847
H -0.582 2.198 -2.292
H -0.036 0.642 -2.745
H -2.142 0.245 -1.801
H -1.862 0.929 -0.231
H 0.192 -0.731 -0.752
H -1.789 -1.091 1.261
H -0.888 0.378 1.494
H 0.248 -2.416 1.418
H 0.183 -1.336 2.886
H 1.755 -0.237 0.897
H 2.076 -0.538 2.501
```

## Properties
gap between HOMO and LUMO	9.5	eV
HOMO level	-0.3171	Eh
charge	0

***

x:
The following is a quantum chemistry calculation of one molecule with the formula C4H13N3, from the Open Molecules 2025 dataset.

Structure (XYZ):
```
20
Properties=species:S:1:pos:R:3
N 0.783 2.149 -0.127
C -0.612 1.794 -0.328
C -0.786 0.661 -1.351
N -0.675 -0.726 -0.899
C 0.622 -1.175 -0.393
C 0.528 -2.076 0.828
N -0.104 -1.511 2.025
H 1.119 2.773 -0.853
H 0.989 2.635 0.735
H -1.226 2.627 -0.662
H -0.995 1.447 0.627
H -1.776 0.737 -1.796
H -0.053 0.797 -2.147
H -1.399 -0.875 -0.206
H 1.129 -1.733 -1.179
H 1.279 -0.338 -0.158
H 0.041 -3.015 0.577
H 1.536 -2.374 1.110
H -0.927 -0.975 1.766
H 0.524 -0.822 2.429
```

## Properties
gap between HOMO and LUMO	9.4	eV
HOMO level	-0.3077	Eh
SMILES string	NCCNCCN
charge	0

***

Short version: x is the most stable of them.

***

w:
The following is a quantum chemistry calculation of one molecule with the formula C4H13N3, from the Open Molecules 2025 dataset.

Structure (XYZ):
```
20
Properties=species:S:1:pos:R:3
N 2.516 -1.444 0.792
C 2.213 -0.379 -0.132
C 1.222 0.705 0.464
N -0.093 0.116 0.440
C -0.753 0.411 -0.823
C -2.179 -0.239 -0.596
N -2.956 0.477 0.483
H 2.627 -1.040 1.722
H 3.423 -1.855 0.538
H 3.174 0.241 -0.183
H 1.972 -0.572 -1.200
H 1.210 1.487 -0.379
H 1.560 1.152 1.455
H -0.741 0.471 1.131
H -0.357 -0.163 -1.694
H -0.874 1.425 -1.117
H -2.015 -1.310 -0.376
H -2.664 -0.395 -1.533
H -3.672 1.100 0.077
H -3.613 -0.186 0.932
```

## Properties
gap between HOMO and LUMO	9.7	eV
HOMO level	-0.3134	Eh
SMILES string	NCCNCCN
charge	0

***

x:
The following is a quantum chemistry calculation of one molecule with the formula C4H13N3, from the Open Molecules 2025 dataset.

Structure (XYZ):
```
20
Properties=species:S:1:pos:R:3
N 2.188 -1.766 0.868
C 0.929 -2.172 0.263
C 0.457 -1.143 -0.762
N 0.055 0.089 -0.126
C -0.782 0.954 -0.968
C -1.590 1.931 -0.118
N -0.794 2.648 0.861
H 2.457 -2.291 1.684
H 2.280 -0.765 0.953
H 1.091 -3.115 -0.257
H 0.126 -2.313 1.015
H -0.353 -1.635 -1.318
H 1.261 -1.037 -1.496
H -0.532 -0.174 0.658
H -1.466 0.322 -1.567
H -0.168 1.539 -1.654
H -2.443 1.419 0.322
H -2.008 2.641 -0.837
H -0.898 2.347 1.822
H 0.190 2.521 0.659
```

## Properties
gap between HOMO and LUMO	9.8	eV
HOMO level	-0.3230	Eh
SMILES string	NCCNCCN
charge	0

***

Short version: x is the most stable of them.

***

w:
The following is a quantum chemistry calculation of one molecule with the formula C4H13N3, from the Open Molecules 2025 dataset.

Structure (XYZ):
```
20
Properties=species:S:1:pos:R:3
C 0.821 -1.712 -2.350
N -0.189 -1.185 -1.418
C -0.413 0.266 -1.529
C 0.372 0.997 -0.431
N 0.354 0.324 0.871
C -0.103 1.097 1.996
N -0.736 0.252 2.977
H 1.081 -2.737 -2.115
H 0.479 -1.620 -3.387
H 1.694 -1.065 -2.254
H -1.054 -1.656 -1.632
H -1.484 0.447 -1.517
H -0.035 0.629 -2.494
H 1.369 1.237 -0.804
H -0.054 2.001 -0.236
H -0.190 -0.513 0.704
H 0.789 1.534 2.474
H -0.731 1.956 1.732
H -0.970 -0.720 2.878
H -0.848 0.698 3.862
```

## Properties
gap between HOMO and LUMO	9.2	eV
HOMO level	-0.2973	Eh
SMILES string	CNCCNCN
charge	0

***

x:
The following is a quantum chemistry calculation of one molecule with the formula C4H13N3, from the Open Molecules 2025 dataset.

Structure (XYZ):
```
20
Properties=species:S:1:pos:R:3
N 1.948 1.178 -0.717
C 2.006 0.712 0.666
C 1.158 -0.543 0.889
N -0.248 -0.294 0.786
C -1.197 -1.177 0.148
C -2.316 -0.370 -0.482
N -1.911 0.599 -1.463
H 2.829 1.068 -1.197
H 1.706 2.155 -0.773
H 3.028 0.476 1.007
H 1.640 1.493 1.343
H 1.454 -0.987 1.842
H 1.454 -1.281 0.140
H -0.652 0.224 1.556
H -1.641 -1.899 0.869
H -0.657 -1.774 -0.578
H -2.873 0.116 0.323
H -3.019 -1.053 -0.969
H -1.190 1.214 -1.111
H -1.519 0.142 -2.279
```

## Properties
gap between HOMO and LUMO	9.3	eV
HOMO level	-0.3018	Eh
SMILES string	NCCNCCN
charge	0

***

Short version: x is the most stable of them.

***

w:
The following is a quantum chemistry calculation of one molecule with the formula C27H31N3O3, from the Open Molecules 2025 dataset.

Structure (XYZ):
```
64
Properties=species:S:1:pos:R:3
C -0.044 3.688 2.312
O 1.205 3.642 1.663
C 1.129 3.812 0.271
C 0.509 2.619 -0.471
O -0.867 2.883 -0.647
C -1.686 1.829 -1.127
C -1.950 0.730 -0.093
C -2.989 -0.245 -0.667
N -2.621 -0.829 -1.936
C -1.839 -2.051 -1.899
C -0.406 -1.954 -1.466
C 0.688 -1.697 -2.266
N 1.782 -1.706 -1.479
C 3.148 -1.462 -1.865
C 3.559 -0.037 -1.575
C 3.511 0.433 -0.268
C 3.901 1.727 0.023
C 4.346 2.560 -0.991
C 4.382 2.101 -2.296
C 3.986 0.807 -2.589
N 1.475 -1.947 -0.214
C 0.152 -2.107 -0.170
C -0.486 -2.405 1.085
C 0.061 -2.429 2.336
C -0.991 -2.784 3.226
C -1.101 -2.977 4.602
C -2.331 -3.327 5.114
C -3.447 -3.487 4.289
C -3.365 -3.302 2.923
C -2.128 -2.952 2.409
O -1.814 -2.721 1.113
C -2.242 0.169 -2.908
C -1.189 1.177 -2.418
H -0.705 2.885 1.975
H 0.158 3.572 3.375
H -0.542 4.648 2.133
H 0.542 4.707 0.021
H 2.160 3.949 -0.058
H 0.679 1.706 0.114
H 1.007 2.505 -1.444
H -2.635 2.342 -1.334
H -1.026 0.198 0.136
H -2.331 1.170 0.830
H -3.180 -1.050 0.043
H -3.927 0.303 -0.823
H -2.363 -2.742 -1.235
H -1.863 -2.468 -2.912
H 0.755 -1.526 -3.322
H 3.253 -1.684 -2.930
H 3.778 -2.146 -1.289
H 3.159 -0.226 0.512
H 3.856 2.087 1.039
H 4.665 3.566 -0.764
H 4.721 2.751 -3.090
H 4.020 0.451 -3.609
H 1.082 -2.220 2.575
H -0.242 -2.854 5.243
H -2.442 -3.483 6.177
H -4.393 -3.762 4.730
H -4.222 -3.424 2.279
H -1.883 -0.337 -3.807
H -3.151 0.724 -3.172
H -0.245 0.664 -2.229
H -1.023 1.938 -3.183
```

## Properties
gap between HOMO and LUMO	8.4	eV
HOMO level	-0.2880	Eh
SMILES string	COCCOC1CCN(Cc2cn(Cc3ccccc3)nc2-c2cc3ccccc3o2)CC1
charge	0

***

x:
The following is a quantum chemistry calculation of one molecule with the formula C27H31N3O3, from the Open Molecules 2025 dataset.

Structure (XYZ):
```
64
Properties=species:S:1:pos:R:3
C -4.518 -4.898 7.007
C -3.697 -3.907 6.173
N -3.220 -4.388 4.890
C -4.278 -4.774 3.969
C -3.901 -4.438 2.528
C -2.143 -5.361 4.981
C -0.794 -4.662 5.186
N -0.557 -3.718 4.124
C 0.552 -3.741 3.354
O 1.483 -4.499 3.564
C 0.581 -2.736 2.250
C -0.558 -2.282 1.594
C -0.468 -1.363 0.567
C 0.776 -0.872 0.179
N 0.936 0.075 -0.833
C -0.011 0.647 -1.636
O -1.192 0.370 -1.613
C 0.545 1.657 -2.585
C 1.614 2.489 -2.270
C 2.059 3.428 -3.182
C 1.447 3.554 -4.421
C 1.932 4.558 -5.433
O 2.747 5.519 -4.804
C 3.269 6.530 -5.554
C 3.091 6.685 -6.924
C 3.678 7.758 -7.576
C 4.440 8.678 -6.883
C 4.619 8.523 -5.516
C 4.040 7.461 -4.856
C 0.369 2.732 -4.732
C -0.081 1.799 -3.821
C 1.924 -1.338 0.822
C 1.825 -2.264 1.838
H -5.415 -5.204 6.474
H -3.937 -5.786 7.243
H -4.816 -4.428 7.941
H -4.305 -3.017 5.979
H -2.827 -3.590 6.752
H -5.177 -4.210 4.228
H -4.520 -5.845 4.046
H -2.981 -4.938 2.235
H -3.765 -3.365 2.421
H -4.693 -4.754 1.853
H -2.099 -5.915 4.042
H -2.295 -6.088 5.792
H 0.021 -5.389 5.166
H -0.777 -4.143 6.151
H -1.330 -3.106 3.916
H -1.533 -2.665 1.859
H -1.354 -1.023 0.059
H 1.896 0.341 -1.007
H 2.087 2.438 -1.299
H 2.881 4.081 -2.934
H 1.068 5.041 -5.912
H 2.503 4.028 -6.215
H 2.503 5.984 -7.494
H 3.532 7.869 -8.641
H 4.892 9.511 -7.400
H 5.211 9.237 -4.963
H 4.167 7.326 -3.793
H -0.121 2.831 -5.690
H -0.926 1.166 -4.047
H 2.894 -0.971 0.518
H 2.708 -2.638 2.333
```

## Properties
gap between HOMO and LUMO	8.9	eV
HOMO level	-0.3118	Eh
SMILES string	CCN(CC)CCNC(=O)c1ccc(NC(=O)c2ccc(COc3ccccc3)cc2)cc1
charge	0

***

Short version: x is the most stable of them.

***

w:
The following is a quantum chemistry calculation of one molecule with the formula C2N4O2, from the Open Molecules 2025 dataset.

Structure (XYZ):
```
8
Properties=species:S:1:pos:R:3
C 1.123 -1.122 -1.085
C -0.510 -0.629 0.579
N 1.631 -1.944 -1.670
N -1.090 0.377 1.291
N 0.461 1.046 -0.770
N 0.393 -0.237 -0.301
O -0.055 1.854 -0.100
O -1.952 0.656 2.057
```

## Properties
gap between HOMO and LUMO (spin up / spin down)	8.1 / 8.1	eV
HOMO level (spin up / spin down)	-0.3615 / -0.3615	Eh
charge	0

***

x:
The following is a quantum chemistry calculation of one molecule with the formula C2N4O2, from the Open Molecules 2025 dataset.

Structure (XYZ):
```
8
Properties=species:S:1:pos:R:3
C -0.034 -0.633 0.087
C 0.027 0.826 0.007
N -2.187 -0.320 -0.059
N -1.286 -1.079 -0.010
N 1.218 -1.095 0.035
N 2.179 -0.386 -0.073
O 1.187 1.314 -0.002
O -1.104 1.374 0.016
```

## Properties
gap between HOMO and LUMO	9.2	eV
HOMO level	-0.3821	Eh
charge	0

***

Short version: x is the most stable of them.